Entry 1:
Computed, not measured: a structure of composition C60H46LuN8O4S3, with wB97M-V/def2-TZVPD.

Geometry (Å):
Lu (0.871, 0.245, -0.621)
C (-0.825, 3.104, -6.547)
C (-1.505, 1.894, -6.754)
C (-1.362, 0.830, -5.874)
C (-0.525, 1.011, -4.782)
C (-0.104, 0.120, -3.700)
N (0.739, 0.781, -2.864)
C (0.916, 2.044, -3.344)
N (1.674, 2.993, -2.829)
C (2.450, 2.823, -1.765)
C (3.352, 3.857, -1.272)
C (3.629, 5.147, -1.714)
C (4.564, 5.880, -1.004)
C (5.215, 5.338, 0.116)
C (4.945, 4.052, 0.550)
C (3.998, 3.318, -0.156)
C (3.484, 1.965, -0.002)
N (3.918, 1.118, 0.929)
C (3.599, -0.162, 0.957)
N (2.730, -0.811, 0.128)
C (2.774, -2.140, 0.413)
N (2.100, -3.118, -0.172)
C (1.266, -2.934, -1.185)
N (0.937, -1.755, -1.779)
C (0.028, -2.007, -2.759)
N (-0.486, -1.144, -3.624)
C (-0.277, -3.435, -2.791)
C (-1.126, -4.193, -3.585)
C (-1.150, -5.563, -3.372)
C (-0.330, -6.158, -2.403)
C (0.521, -5.397, -1.617)
C (0.526, -4.024, -1.816)
C (3.709, -2.376, 1.512)
C (4.124, -3.536, 2.151)
C (5.038, -3.405, 3.185)
C (5.528, -2.146, 3.562)
C (5.129, -0.992, 2.906)
C (4.209, -1.125, 1.874)
N (2.549, 1.724, -0.965)
C (0.135, 2.221, -4.566)
C (0.001, 3.283, -5.449)
H (-0.944, 3.906, -7.267)
H (-2.145, 1.786, -7.624)
H (-1.865, -0.116, -6.039)
H (3.129, 5.552, -2.587)
H (4.805, 6.889, -1.319)
H (5.947, 5.939, 0.644)
H (5.449, 3.623, 1.410)
H (-1.739, -3.723, -4.347)
H (-1.806, -6.186, -3.969)
H (-0.358, -7.234, -2.275)
H (1.166, -5.855, -0.875)
H (3.745, -4.505, 1.841)
H (5.387, -4.286, 3.712)
H (6.242, -2.080, 4.376)
H (5.528, -0.020, 3.175)
H (0.537, 4.213, -5.284)
O (-0.774, -1.165, 0.233)
S (-2.154, -1.743, 0.395)
C (-2.714, -1.049, 1.987)
C (-1.661, -1.238, 3.076)
C (-1.611, -0.124, 4.132)
C (-0.939, 1.174, 3.686)
S (0.799, 1.094, 3.128)
O (0.725, 0.437, 1.775)
C (1.454, -0.037, 4.330)
C (1.665, -1.371, 4.037)
C (2.146, -2.205, 5.037)
C (2.427, -1.697, 6.299)
C (2.242, -0.345, 6.569)
C (1.760, 0.495, 5.577)
C (-1.976, -3.452, 0.891)
C (-3.074, -4.290, 0.751)
C (-2.959, -5.620, 1.128)
C (-1.752, -6.100, 1.624)
C (-0.654, -5.255, 1.734)
C (-0.760, -3.922, 1.361)
H (-3.669, -1.531, 2.214)
H (-2.903, 0.003, 1.756)
H (-0.691, -1.283, 2.591)
H (-1.821, -2.194, 3.571)
H (-1.084, -0.506, 5.005)
H (-2.622, 0.128, 4.468)
H (-0.922, 1.906, 4.500)
H (-1.437, 1.637, 2.828)
H (1.476, -1.750, 3.040)
H (2.310, -3.255, 4.822)
H (2.809, -2.353, 7.073)
H (2.480, 0.055, 7.547)
H (1.621, 1.558, 5.773)
H (-4.010, -3.908, 0.350)
H (-3.807, -6.286, 1.022)
H (-1.665, -7.141, 1.913)
H (0.297, -5.632, 2.097)
H (0.098, -3.264, 1.402)
O (0.576, 3.075, 0.641)
H (1.269, 3.145, 1.308)
H (0.775, 3.775, 0.005)
O (-1.149, 1.285, -0.909)
S (-2.046, 2.387, -0.370)
C (-2.434, 3.468, -1.736)
C (-2.423, 4.831, -1.479)
C (-2.786, 5.711, -2.492)
C (-3.160, 5.214, -3.732)
C (-3.157, 3.843, -3.976)
C (-2.782, 2.959, -2.980)
C (-3.689, 1.686, -0.252)
C (-4.556, 2.250, 0.677)
C (-5.837, 1.735, 0.807)
C (-6.235, 0.662, 0.015)
C (-5.357, 0.113, -0.914)
C (-4.074, 0.625, -1.052)
H (-2.140, 5.200, -0.496)
H (-2.779, 6.779, -2.310)
H (-3.454, 5.901, -4.519)
H (-3.446, 3.458, -4.946)
H (-2.757, 1.893, -3.168)
H (-4.234, 3.091, 1.286)
H (-6.525, 2.169, 1.524)
H (-7.234, 0.256, 0.119)
H (-5.673, -0.717, -1.539)
H (-3.384, 0.206, -1.778)

Properties
HOMO (spin up / spin down): -8.1 / -8.2 eV
electronic energy: -5483.209936 a.u.
orbital gap (spin up / spin down): 4.89 / 4.99 eV
relative energy (zero: lowest compared OMol25 entry of this formula, charge and spin): 0.0 kcal/mol
LUMO level (spin up / spin down): -3.210 / -3.176 eV
net charge: +1
largest force on an atom: 0.82 eV Å⁻¹



Entry 2:
Computed, not measured: a structure of composition C60H47ClNOP2PdS2, with wB97M-V/def2-TZVPD.

Geometry (Å):
Pd (0.178, 0.695, -0.035)
O (-2.115, -0.800, -0.964)
S (-1.129, -1.386, -0.052)
C (-2.049, -2.314, 1.181)
C (-2.956, -3.257, 0.748)
C (-3.649, -4.085, 1.635)
C (-3.404, -3.938, 2.983)
C (-3.936, -4.662, 4.173)
C (-3.290, -3.969, 5.392)
C (-2.411, -2.914, 4.818)
C (-1.589, -1.977, 5.402)
C (-0.933, -1.062, 4.577)
C (-1.026, -1.067, 3.188)
P (-0.092, 0.288, 2.369)
C (-0.769, 1.814, 3.067)
C (0.034, 2.957, 3.084)
C (-0.479, 4.150, 3.556)
C (-1.798, 4.213, 3.989)
C (-2.613, 3.093, 3.924)
C (-2.111, 1.897, 3.440)
C (1.592, 0.058, 2.993)
C (2.506, -0.655, 2.032)
C (3.811, -1.024, 2.656)
C (4.201, -0.540, 3.858)
C (3.361, 0.300, 4.614)
C (2.054, 0.546, 4.193)
C (-1.817, -2.063, 2.552)
C (-2.513, -2.937, 3.415)
C (-0.344, -2.705, -0.991)
C (-0.033, -3.908, -0.385)
C (0.347, -5.035, -1.119)
C (0.375, -4.944, -2.495)
C (0.636, -5.949, -3.564)
C (0.486, -5.177, -4.894)
C (0.137, -3.783, -4.499)
C (-0.160, -2.652, -5.226)
C (-0.353, -1.447, -4.542)
C (-0.292, -1.337, -3.154)
P (-0.188, 0.328, -2.420)
C (-1.550, 1.233, -3.191)
C (-1.449, 2.604, -3.437)
C (-2.513, 3.272, -4.013)
C (-3.681, 2.588, -4.328)
C (-3.787, 1.230, -4.068)
C (-2.732, 0.553, -3.488)
C (1.345, 1.100, -3.094)
C (1.961, 2.060, -2.291)
C (3.022, 2.806, -2.771)
C (3.511, 2.570, -4.045)
C (2.951, 1.565, -4.818)
C (1.873, 0.829, -4.352)
C (-0.167, -2.519, -2.382)
C (0.112, -3.701, -3.095)
H (-3.119, -3.360, -0.314)
H (-4.338, -4.824, 1.257)
H (-3.680, -5.723, 4.126)
H (-5.026, -4.609, 4.201)
H (-2.720, -4.667, 6.007)
H (-4.042, -3.527, 6.048)
H (-1.456, -1.923, 6.471)
H (-0.325, -0.300, 5.046)
H (1.060, 2.904, 2.741)
H (0.151, 5.026, 3.595)
H (-2.189, 5.139, 4.380)
H (-3.639, 3.145, 4.256)
H (-2.751, 1.028, 3.366)
H (2.033, -1.587, 1.682)
H (4.440, -1.686, 2.083)
H (5.170, -0.796, 4.256)
H (3.716, 0.736, 5.532)
H (1.413, 1.144, 4.827)
H (-0.131, -4.001, 0.687)
H (0.559, -5.960, -0.611)
H (-0.069, -6.780, -3.493)
H (1.630, -6.387, -3.453)
H (-0.272, -5.624, -5.540)
H (1.416, -5.181, -5.468)
H (-0.228, -2.676, -6.303)
H (-0.561, -0.559, -5.122)
H (-0.535, 3.131, -3.196)
H (-2.439, 4.329, -4.224)
H (-4.508, 3.116, -4.777)
H (-4.695, 0.700, -4.308)
H (-2.815, -0.499, -3.257)
H (1.601, 2.239, -1.278)
H (3.470, 3.565, -2.150)
H (4.331, 3.159, -4.423)
H (3.355, 1.347, -5.793)
H (1.452, 0.054, -4.970)
Cl (8.406, 0.915, -1.006)
C (6.789, 0.703, -0.481)
C (6.022, -0.354, -0.976)
C (4.706, -0.492, -0.579)
C (4.129, 0.413, 0.315)
C (2.705, 0.286, 0.768)
C (4.914, 1.458, 0.809)
C (6.226, 1.608, 0.420)
H (6.473, -1.041, -1.675)
H (4.114, -1.304, -0.976)
H (2.365, 1.294, 1.067)
H (2.058, -0.105, -0.066)
H (4.486, 2.167, 1.502)
H (6.819, 2.427, 0.794)
S (-0.429, 3.145, -0.152)
C (-1.792, 4.161, -0.157)
N (-1.580, 5.424, -0.602)
C (-2.534, 6.369, -0.626)
C (-3.798, 6.078, -0.182)
C (-4.065, 4.785, 0.293)
C (-3.076, 3.828, 0.297)
H (-0.638, 5.649, -0.908)
H (-2.256, 7.342, -0.999)
H (-4.565, 6.833, -0.194)
H (-5.053, 4.549, 0.659)
H (-3.254, 2.824, 0.649)

Properties
HOMO: -14.5 eV
electronic energy: -4510.865276 a.u.
orbital gap: 4.58 eV
LUMO level: -9.899 eV
net charge: +3
largest force on an atom: 3.29 eV Å⁻¹



Entry 3:
Computed, not measured: a structure of composition C60H48AlN2O37S, with wB97M-V/def2-TZVPD.

Geometry (Å):
Al (-1.826, -7.400, -3.078)
C (-2.806, -5.807, -2.153)
C (-3.234, -4.622, -3.211)
C (-4.474, -3.737, -2.521)
C (-5.843, -4.237, -3.339)
S (-7.426, -3.968, -2.315)
C (-8.315, -5.615, -2.402)
N (-9.155, -6.382, -1.405)
N (-9.456, -7.545, -2.151)
C (-8.869, -7.608, -3.570)
O (-8.158, -6.325, -3.680)
H (-0.725, -6.937, -4.117)
H (-1.114, -8.202, -1.910)
H (-2.914, -8.385, -3.739)
H (-3.770, -6.295, -1.657)
H (-2.110, -5.310, -1.346)
H (-3.658, -5.161, -4.178)
H (-2.361, -3.913, -3.534)
H (-4.538, -4.085, -1.391)
H (-4.301, -2.582, -2.601)
H (-5.895, -3.731, -4.403)
H (-5.723, -5.421, -3.427)
H (-8.936, -8.450, -4.382)
C (-1.553, -2.750, 3.167)
C (-1.124, -3.564, 2.201)
C (-2.005, -4.622, 1.634)
O (-1.589, -5.343, 0.733)
C (-3.359, -4.764, 2.191)
C (-3.786, -3.951, 3.160)
C (-2.915, -2.876, 3.707)
O (-3.342, -2.133, 4.585)
O (-5.057, -4.081, 3.690)
O (0.156, -3.453, 1.690)
H (-0.924, -1.975, 3.587)
H (-3.982, -5.548, 1.782)
H (-5.127, -3.378, 4.373)
H (0.224, -4.151, 1.003)
C (5.547, -1.376, -0.557)
C (5.297, -2.686, -0.604)
C (4.165, -3.285, 0.155)
O (3.948, -4.489, 0.077)
C (3.342, -2.391, 0.986)
C (3.595, -1.082, 1.035)
C (4.709, -0.479, 0.254)
O (4.905, 0.731, 0.306)
O (2.827, -0.237, 1.816)
O (6.081, -3.535, -1.363)
H (6.365, -0.926, -1.106)
H (2.534, -2.842, 1.547)
H (3.207, 0.659, 1.682)
H (5.697, -4.430, -1.233)
C (0.660, -4.880, 6.643)
C (1.483, -5.761, 7.216)
C (2.932, -5.799, 6.876)
O (3.667, -6.607, 7.433)
C (3.429, -4.852, 5.866)
C (2.605, -3.973, 5.291)
C (1.161, -3.917, 5.651)
O (0.432, -3.086, 5.119)
O (3.064, -3.082, 4.339)
O (1.018, -6.671, 8.147)
H (-0.396, -4.840, 6.882)
H (4.480, -4.902, 5.616)
H (2.279, -2.553, 4.077)
H (1.804, -7.196, 8.414)
C (2.467, 0.399, -4.133)
C (2.134, 1.364, -4.992)
C (1.699, 2.707, -4.516)
O (1.417, 3.580, -5.329)
C (1.620, 2.931, -3.064)
C (1.950, 1.964, -2.206)
C (2.411, 0.631, -2.682)
O (2.726, -0.231, -1.868)
O (1.876, 2.167, -0.840)
O (2.181, 1.152, -6.358)
H (2.787, -0.581, -4.465)
H (1.285, 3.905, -2.732)
H (2.167, 1.322, -0.434)
H (1.896, 2.000, -6.763)
C (-2.940, 6.982, -3.040)
C (-2.117, 6.101, -2.467)
C (-0.668, 6.063, -2.807)
O (0.067, 5.255, -2.250)
C (-0.171, 7.011, -3.817)
C (-0.995, 7.889, -4.391)
C (-2.439, 7.945, -4.032)
O (-3.168, 8.776, -4.564)
O (-0.536, 8.781, -5.344)
O (-2.582, 5.191, -1.536)
H (-3.996, 7.022, -2.801)
H (0.880, 6.961, -4.067)
H (-1.321, 9.310, -5.606)
H (-1.796, 4.666, -1.269)
C (6.534, 1.268, -5.935)
C (6.208, 0.712, -4.767)
C (6.808, -0.580, -4.332)
O (6.503, -1.058, -3.245)
C (7.753, -1.243, -5.244)
C (8.077, -0.688, -6.413)
C (7.498, 0.617, -6.836)
O (7.829, 1.112, -7.908)
O (8.963, -1.307, -7.276)
O (5.301, 1.316, -3.917)
H (6.108, 2.208, -6.263)
H (8.168, -2.190, -4.923)
H (9.033, -0.708, -8.051)
H (5.235, 0.721, -3.139)
C (1.129, -1.354, 9.056)
C (0.446, -0.733, 10.020)
C (0.724, -0.999, 11.459)
O (0.093, -0.400, 12.323)
C (1.759, -1.991, 11.789)
C (2.439, -2.614, 10.825)
C (2.180, -2.328, 9.387)
O (2.835, -2.903, 8.524)
O (3.412, -3.550, 11.129)
O (-0.546, 0.181, 9.717)
H (0.939, -1.169, 8.007)
H (1.938, -2.188, 12.839)
H (3.758, -3.855, 10.262)
H (-0.888, 0.492, 10.583)
C (-8.875, 5.388, -2.691)
C (-7.809, 6.035, -2.216)
C (-7.321, 7.292, -2.848)
O (-6.350, 7.874, -2.377)
C (-8.036, 7.789, -4.034)
C (-9.100, 7.141, -4.511)
C (-9.604, 5.899, -3.862)
O (-10.596, 5.335, -4.313)
O (-9.775, 7.601, -5.627)
O (-7.117, 5.559, -1.117)
H (-9.242, 4.474, -2.240)
H (-7.661, 8.694, -4.494)
H (-10.506, 6.962, -5.771)
H (-6.389, 6.202, -0.969)
C (3.185, 5.122, 1.829)
C (4.251, 5.768, 2.304)
C (4.739, 7.025, 1.672)
O (5.710, 7.607, 2.143)
C (4.024, 7.523, 0.486)
C (2.960, 6.874, 0.009)
C (2.456, 5.632, 0.658)
O (1.464, 5.069, 0.207)
O (2.285, 7.335, -1.106)
O (4.943, 5.293, 3.403)
H (2.819, 4.208, 2.280)
H (4.400, 8.428, 0.026)
H (1.554, 6.695, -1.251)
H (5.671, 5.935, 3.551)

Properties
HOMO: -4.7 eV
electronic energy: -5848.889646 a.u.
orbital gap: 3.80 eV
LUMO level: -0.920 eV
net charge: -1
largest force on an atom: 8.28 eV Å⁻¹